[1]
51
Properties=species:S:1:pos:R:3:forces:R:3:mulliken_spin:R:1 method="wB97M-V/def2-TZVPD" multiplicity=7 orbital_gap_ev="6.167 / 4.780" relative_energy_kcal_mol=158.2 total_charge=+1
Tb 0.008 0.201 -0.822 2.269 -3.018 4.493 4.1552
Br 3.301 -4.806 0.747 -0.049 0.592 0.110 -0.0001
O -1.372 2.291 1.357 1.979 0.262 -0.935 0.3440
O -0.534 -2.629 -2.598 1.514 -1.978 -3.266 -0.0071
O -1.614 -0.816 -4.016 0.950 0.966 -2.493 0.0886
O 2.553 1.685 -1.976 -0.835 0.092 0.784 0.4292
O -1.812 -0.126 1.882 -0.053 0.953 0.744 0.0068
O -3.969 3.065 0.188 1.045 -1.805 1.560 0.0068
N -0.759 -2.122 -1.515 -2.404 1.827 5.048 0.0057
N 1.770 -0.987 0.448 -0.284 -0.232 -0.514 -0.0006
N 1.643 1.872 -1.108 0.720 0.945 -0.373 0.0503
N -0.321 2.139 0.578 -0.709 0.954 0.804 0.2543
N -1.556 -0.733 0.696 -0.506 -2.194 -0.880 0.0047
C 0.576 3.164 0.547 -0.339 -0.683 -0.065 -0.0733
C 1.613 3.056 -0.423 -0.006 -0.895 0.237 0.0319
C 2.669 4.060 -0.649 0.235 0.647 -0.096 0.0070
C -1.932 -4.177 -0.825 -0.124 0.036 -0.074 -0.0002
C 3.264 -0.907 2.291 -0.175 0.572 0.091 0.0006
C 2.334 -0.293 1.451 0.355 -1.005 -0.128 0.0133
C -1.936 -2.014 0.601 1.578 1.557 -0.707 -0.0049
C -1.538 -2.753 -0.603 1.128 0.715 -1.023 0.0102
C -2.638 -2.748 1.687 0.198 0.561 0.015 -0.0002
C 2.047 -2.292 0.201 0.804 0.759 1.400 0.0036
C 3.566 -2.250 2.082 -0.357 -0.113 -0.511 0.0003
C 2.954 -2.961 1.037 -0.350 0.363 -0.216 -0.0003
C -1.049 1.089 -2.425 -3.293 -0.097 -3.349 0.6391
C 0.449 4.275 1.519 -0.028 0.427 0.076 0.0111
H -3.098 2.947 0.687 -1.652 0.419 -0.989 -0.0020
H -2.807 -2.026 2.485 -0.238 -0.447 0.109 0.0000
H -0.079 0.683 -2.801 -0.953 0.384 -0.778 0.0413
H 1.543 -2.764 -0.632 0.038 -0.064 0.019 -0.0009
H -3.031 -4.243 -0.780 0.376 -0.355 -0.104 0.0007
H -1.560 -4.506 -1.819 -0.349 0.173 0.789 -0.0001
H -1.085 -0.799 -4.872 -1.299 0.374 1.146 -0.0039
H -0.477 4.833 1.330 0.140 -0.085 0.103 -0.0100
H -1.983 -3.567 2.026 -0.390 0.203 -0.037 -0.0001
H 2.036 0.756 1.563 0.144 -0.415 0.010 -0.0077
H -1.817 0.372 -1.889 1.032 1.165 -1.345 0.0330
H 2.884 4.143 -1.723 0.004 -0.080 0.306 0.0032
H 4.268 -2.767 2.709 0.175 -0.050 0.206 0.0000
H 2.357 5.037 -0.268 0.162 -0.225 -0.171 0.0030
H 3.608 3.780 -0.141 -0.295 -0.015 -0.207 0.0042
H -1.574 1.635 -3.215 0.297 0.329 0.573 -0.0263
H 0.394 3.898 2.551 -0.096 -0.043 -0.349 -0.0048
H -4.474 2.270 0.522 0.575 1.367 -0.624 -0.0002
H 3.720 -0.307 3.096 -0.190 -0.599 -0.459 0.0001
H 1.297 4.955 1.451 -0.180 -0.059 0.030 0.0013
H -1.130 -1.540 -3.602 0.171 -1.060 0.871 -0.0049
H -1.643 0.878 1.704 -0.612 -1.165 0.335 -0.0023
H -3.575 -3.155 1.286 0.196 -0.015 0.293 0.0001
H -1.494 -4.797 -0.019 -0.312 0.053 -0.459 0.0003

=====

[2]
94
Properties=species:S:1:pos:R:3:forces:R:3:lowdin_charge:R:1 method="wB97M-V/def2-TZVPD" orbital_gap_ev=5.698 relative_energy_kcal_mol=11.3
Hf -0.351 0.035 -0.489 -0.026 -0.080 0.285 1.3522
Cl 3.800 0.125 7.107 0.065 0.008 0.333 0.6870
Cl -5.055 0.169 1.171 -0.664 0.039 0.375 -0.5359
P -0.759 2.740 -0.354 0.211 0.462 -0.084 0.9602
P -0.743 -2.621 0.110 0.250 -0.540 0.056 0.9658
Si 1.548 2.740 -2.354 -0.554 -0.133 0.285 0.5111
Si 1.549 -2.992 -1.858 -0.375 0.187 0.425 0.5169
O 2.843 -0.718 0.619 -1.209 0.749 1.279 0.0430
O 0.847 0.237 1.107 1.276 -0.051 0.487 -0.2079
C -0.489 0.514 -2.923 0.756 -0.105 -0.237 -0.1763
C 2.070 -0.191 1.432 0.129 -0.536 -1.391 -0.5071
C -3.283 -3.131 -1.010 -0.051 0.089 -0.100 -0.1012
C 1.024 3.763 -3.819 0.137 0.180 -0.236 -0.1663
C 2.674 1.197 4.900 0.235 -0.533 -0.371 -0.0776
C -1.844 -3.657 -0.992 0.056 0.202 0.039 -0.5205
C -1.829 5.090 -1.528 -0.180 0.148 -0.197 -0.1090
C 2.963 -1.205 3.448 0.004 0.300 0.266 -0.0187
C 0.784 1.024 -2.436 0.198 -0.638 -0.543 -0.3633
C 1.550 -0.118 -2.043 -0.328 -0.041 -1.085 -0.2094
C -1.135 2.503 2.429 -0.098 -0.171 0.165 -0.1031
C -1.258 -3.061 1.822 -0.290 0.113 0.115 -0.5265
C -1.090 -1.898 2.806 -0.132 0.162 0.101 -0.1010
C 3.373 -1.156 4.772 -0.018 0.303 0.174 -0.0842
C 3.227 0.044 5.489 -0.236 0.070 -0.936 -0.6671
C -1.281 3.477 1.255 -0.257 -0.037 0.101 -0.5229
C -1.847 3.563 -1.628 0.074 -0.158 0.099 -0.5232
C 0.882 3.439 -0.717 0.483 0.467 -0.268 -0.3976
C 2.408 -0.068 2.867 0.215 0.249 -0.020 -0.1567
C -0.553 -4.294 2.385 -0.113 -0.235 0.128 -0.1167
C 2.259 1.137 3.568 0.279 -0.805 0.290 -0.0063
C 3.409 2.639 -2.297 0.085 -0.112 -0.047 -0.1675
C -0.563 4.782 1.595 -0.104 0.253 0.079 -0.1185
C -2.445 0.065 -0.051 -0.222 -0.009 -0.317 -0.4693
C -0.490 -0.893 -2.795 0.739 0.085 -0.275 -0.1746
C -3.285 3.036 -1.558 -0.059 -0.092 -0.083 -0.1004
C 3.408 -2.889 -1.814 0.089 0.172 -0.042 -0.1632
C 0.877 -3.408 -0.131 0.522 -0.482 -0.224 -0.3910
C 0.781 -1.310 -2.222 0.226 0.531 -0.689 -0.3594
C -1.830 -5.145 -0.632 -0.175 -0.158 -0.154 -0.1083
C 1.036 -4.252 -3.127 0.083 -0.166 -0.230 -0.1677
H -2.784 -0.750 0.593 -0.149 0.139 -0.005 -0.0822
H -3.698 -3.040 0.003 -0.017 0.033 -0.286 0.0785
H -2.334 -3.268 1.709 0.188 0.043 0.191 0.1102
H 1.684 -4.116 -4.008 -0.277 -0.131 0.164 0.0418
H -3.696 3.106 -0.541 -0.024 -0.078 -0.276 0.0778
H -1.561 2.981 3.325 0.130 -0.230 -0.209 0.0931
H 3.799 2.120 -3.186 -0.072 0.145 0.296 0.0466
H 3.799 -2.521 -2.776 -0.044 -0.115 0.272 0.0452
H 1.866 2.010 3.057 0.046 -0.103 0.169 0.1009
H 3.070 -2.106 2.840 0.069 0.271 0.276 0.1247
H 3.733 -2.217 -1.009 -0.014 -0.180 -0.225 0.0202
H -0.010 -4.164 -3.440 0.251 -0.087 0.014 0.0266
H 0.507 4.606 1.777 -0.257 0.077 -0.024 0.0757
H 1.208 -5.264 -2.729 -0.079 0.209 -0.190 0.0430
H -0.027 -1.663 2.976 -0.258 -0.090 -0.053 0.0659
H 0.517 -4.098 2.543 -0.268 -0.066 -0.025 0.0755
H -2.384 -5.699 -1.407 0.116 0.158 0.246 0.0893
H -0.014 3.593 -4.128 0.268 0.077 0.030 0.0278
H -3.349 -2.146 -1.487 -0.041 -0.198 0.207 0.0611
H -2.354 3.677 1.102 0.208 -0.037 0.168 0.1109
H -1.005 5.189 2.517 0.183 -0.063 -0.209 0.0888
H 1.610 -3.005 0.593 -0.343 -0.146 -0.201 0.0486
H 1.687 3.505 -4.661 -0.278 0.138 0.156 0.0425
H -1.006 -4.527 3.360 0.188 0.000 -0.191 0.0890
H -0.665 5.544 0.813 0.103 -0.165 0.216 0.0576
H 3.826 3.656 -2.284 -0.048 -0.244 0.029 0.0430
H -3.913 -3.829 -1.580 0.121 0.188 0.183 0.0873
H -2.798 0.968 0.454 -0.141 -0.150 0.013 -0.0859
H -2.340 5.433 -0.617 0.125 -0.079 -0.240 0.0819
H -1.267 1.124 -3.386 0.122 -0.288 0.374 0.1157
H 2.622 2.135 5.443 -0.016 -0.227 0.083 0.1084
H 0.864 4.541 -0.780 0.092 -0.381 0.262 0.0453
H 0.820 -4.504 -0.020 0.124 0.413 0.195 0.0448
H -0.821 5.514 -1.554 -0.124 -0.043 0.040 0.0593
H 3.747 2.111 -1.395 0.020 0.108 -0.214 0.0363
H -0.079 2.271 2.638 -0.418 0.112 -0.147 0.0439
H -1.531 -2.197 3.770 0.166 0.205 -0.259 0.0930
H -3.086 -0.010 -0.934 -0.112 0.003 0.060 -0.0135
H 1.590 3.136 0.077 -0.302 0.130 -0.201 0.0588
H 3.842 -2.029 5.225 -0.181 0.292 0.075 0.1105
H -3.920 3.630 -2.230 0.127 -0.148 0.207 0.0876
H -2.337 -5.325 0.326 0.127 0.042 -0.254 0.0824
H -1.668 1.555 2.264 0.109 0.309 0.062 0.0614
H 1.159 4.832 -3.595 -0.069 -0.237 -0.154 0.0426
H -1.599 -0.983 2.467 0.095 -0.279 0.134 0.0584
H 2.601 -0.095 -1.752 -0.518 0.002 0.253 0.1015
H -1.270 -1.575 -3.143 0.157 0.372 0.332 0.1168
H -0.826 -5.575 -0.591 -0.122 0.046 0.032 0.0588
H -1.418 3.271 -2.598 -0.050 0.067 0.241 0.0660
H -2.375 5.508 -2.389 0.111 -0.110 0.266 0.0893
H -1.419 -3.538 -2.000 -0.052 -0.031 0.248 0.0661
H 3.827 -3.889 -1.633 -0.059 0.216 -0.044 0.0434
H -3.347 1.987 -1.871 -0.032 0.238 0.179 0.0619
H -0.659 -5.178 1.747 0.099 0.189 0.180 0.0575

=====

[3]
26
Properties=species:S:1:pos:R:3:forces:R:3:nbo_charge:R:1 method="wB97M-V/def2-TZVPD" orbital_gap_ev=5.800 relative_energy_kcal_mol=163.8 total_charge=+1
O -0.364 1.665 -1.763 0.662 0.025 1.343 -0.8628
N 1.096 1.232 0.326 -2.529 -0.320 2.646 -0.0835
C 0.086 0.775 1.261 3.388 -1.590 -0.274 -0.1498
C 1.135 -1.468 1.304 -0.104 -0.572 0.842 -0.5878
C -1.206 1.599 1.230 -1.815 1.799 -1.771 -0.5395
C -0.551 -0.929 -0.520 1.079 0.432 -0.134 -0.4113
C -0.177 -0.737 0.957 0.067 -0.199 -1.265 -0.1882
C -0.913 -2.371 -0.902 1.128 0.933 -0.817 -0.5999
H 0.432 0.830 2.329 0.155 0.787 -0.649 0.2871
H -0.119 2.313 -2.430 0.248 0.240 0.032 0.4996
H -0.069 -3.027 -0.663 -0.248 -0.046 -0.414 0.2100
H 3.897 -0.583 -5.999 0.140 1.339 -0.537 -0.0027
H -0.984 2.655 1.393 0.121 -0.077 0.023 0.2434
H -1.162 -2.384 -1.975 0.325 -0.264 0.378 0.2373
H -1.696 1.511 0.229 0.661 -0.031 0.718 0.2723
H 1.102 -2.541 1.002 -0.043 0.894 0.236 0.2527
H 0.318 -0.511 -1.131 -1.084 -1.089 0.607 0.2156
H 0.353 1.608 -1.030 -0.915 0.037 -2.153 0.4436
H 1.928 -0.947 0.780 0.462 -0.040 -0.219 0.2036
H 1.346 -1.441 2.398 -0.045 0.010 -0.741 0.2288
H 1.667 1.960 0.775 0.215 0.123 0.135 0.3790
H 3.973 0.144 -6.290 -0.141 -1.339 0.539 0.0028
H -0.938 -1.095 1.633 -0.634 0.142 0.112 0.2334
H -1.368 -0.249 -0.768 -0.242 -0.168 -0.027 0.2320
H -1.763 -2.715 -0.382 -1.039 -0.359 0.749 0.2161
H -1.928 1.311 1.969 0.186 -0.668 0.642 0.2681